(1)
Below is C6H10O in the gas phase, with properties calculated with ωB97M-V/def2-TZVPD.

SMILES	C[C@]12CC[C@H]1CO2
relative energy (zero: lowest compared OMol25 entry of this formula, charge and spin)	1.2583	eV
highest occupied orbital energy	-9.408	eV
HOMO-LUMO gap	10.5	eV

The geometry in XYZ format:
```
17
Properties=species:S:1:pos:R:3:nbo_charge:R:1
C 1.89053 0.43138 -0.53272 -0.63
C 0.54913 0.10115 0.06778 0.28
C 0.20189 -1.36253 0.38012 -0.43
C -1.26317 -1.09644 -0.04825 -0.40
C -0.86298 0.31874 -0.53673 -0.28
C -1.01770 1.37401 0.55228 -0.05
O 0.22217 0.98260 1.16754 -0.54
H 2.66311 0.28557 0.23182 0.22
H 2.12080 -0.22571 -1.37795 0.21
H 1.93839 1.47274 -0.86663 0.22
H 0.71048 -2.05072 -0.30366 0.20
H 0.38488 -1.67313 1.41169 0.22
H -1.97914 -1.08142 0.78010 0.21
H -1.64648 -1.76957 -0.81920 0.21
H -1.04419 0.58749 -1.57820 0.21
H -1.87292 1.25336 1.23002 0.17
H -0.98289 2.41429 0.20227 0.17
```



(2)
Below is a 2-piece molecular cluster, C7H15ClNOP overall at a distorted geometry, with properties calculated with ωB97M-V/def2-TZVPD.

relative energy (zero: lowest compared OMol25 entry of this formula, charge and spin)	4.5449	eV
highest occupied orbital energy (alpha / beta)	-7.404 / -7.332	eV
HOMO-LUMO gap (alpha / beta)	7.5 / 6.9	eV

The geometry in XYZ format:
```
26
Properties=species:S:1:pos:R:3:nbo_charge:R:1
C 2.37925 -0.39686 0.81512 -0.41
C 2.63657 0.30882 -0.49402 -0.41
C 1.11209 -1.32536 0.55894 -0.40
C 1.46100 1.16848 -0.95297 -0.45
C -0.04755 -0.46930 0.08225 -0.43
C 0.22647 0.32255 -1.21774 0.08
C -3.65761 3.01267 -0.20756 -0.18
N -3.11381 2.46411 0.92222 -0.74
O -0.86108 1.10260 -1.55919 -0.72
P -1.52621 2.44627 1.65668 0.46
Cl -2.00001 1.34052 3.32099 -0.31
H 3.22997 -1.15308 1.09255 0.21
H 2.29141 0.24363 1.70024 0.21
H 3.60636 0.84580 -0.55365 0.22
H 2.88436 -0.54795 -1.30959 0.19
H 1.30425 -1.94601 -0.30428 0.20
H 0.74538 -1.90712 1.47352 0.21
H 1.14879 1.97311 -0.22436 0.19
H 1.72338 1.85865 -1.77315 0.22
H -0.90328 -1.29474 -0.17803 0.20
H -0.45340 0.27273 0.75153 0.20
H 0.27887 -0.27268 -2.19510 0.18
H -2.87611 3.58431 -0.81240 0.19
H -4.71392 3.13196 -0.43494 0.21
H -0.79665 1.62807 -0.66339 0.45
H -3.91963 2.09181 1.39636 0.42
```



(3)
Below is C2H2F3NO in the gas phase at a distorted geometry, with properties calculated with ωB97M-V/def2-TZVPD.

SMILES	O=CNC(F)(F)F
relative energy (zero: lowest compared OMol25 entry of this formula, charge and spin)	0.6835	eV
highest occupied orbital energy	-10.843	eV
HOMO-LUMO gap	11.4	eV

The geometry in XYZ format:
```
9
Properties=species:S:1:pos:R:3:nbo_charge:R:1
C 0.60803 -0.80854 -1.03450 0.55
C -0.46364 0.37632 0.94497 1.10
N -0.05535 0.23480 -0.43830 -0.68
O 0.93146 -1.95199 -0.74423 -0.54
F -0.28661 1.61818 1.36049 -0.31
F -1.84449 0.20504 1.00335 -0.34
F 0.14477 -0.44841 1.81662 -0.29
H 0.92712 -0.26967 -1.91357 0.09
H 0.03871 1.04427 -0.99482 0.42
```



(4)
Below is C35H28GeIN11O2Tc as an isolated structure at a distorted geometry, with properties calculated with ωB97M-V/def2-TZVPD.

highest occupied orbital energy (alpha / beta)	-10.529 / -10.557	eV
net charge	+1
HOMO-LUMO gap (alpha / beta)	4.8 / 4.9	eV

The geometry in XYZ format:
```
79
Properties=species:S:1:pos:R:3:lowdin_charge:R:1
Tc -0.55814 1.83539 0.48624 1.10
C -0.52209 6.43283 -1.02304 0.01
C 0.27912 5.41007 -1.75899 -0.23
N 0.85334 5.69247 -2.87445 0.18
C 1.60613 4.77042 -3.58420 -0.03
C 1.75325 3.47776 -3.26450 -0.13
C 2.59722 2.50176 -4.05100 -0.19
O 2.15484 1.16524 -3.93431 -0.05
C 1.05973 2.96439 -2.03758 -0.21
C 1.98791 2.26511 -1.07481 0.03
N 1.52979 1.86823 0.04247 -0.01
C 2.32141 1.11380 0.92476 -0.26
C 3.65917 1.29963 1.19825 0.01
C 4.27441 0.43095 2.08961 -0.03
C 3.55708 -0.60536 2.67280 -0.02
C 2.21254 -0.77805 2.39089 0.01
C 1.56464 0.10038 1.52207 -0.33
I -0.28664 2.73860 3.03174 0.18
C 0.35682 4.06493 -1.21203 -0.17
O -0.23486 3.71951 -0.18765 -0.11
H -0.71043 7.27912 -1.67635 0.10
H 0.02864 6.76837 -0.14149 0.11
H -1.46591 6.01048 -0.67782 0.09
H 2.08295 5.17856 -4.46704 0.13
H 3.61445 2.50841 -3.64658 0.14
H 2.65487 2.83211 -5.08966 0.14
H 1.45930 1.00394 -4.58130 0.10
H 3.02910 2.12796 -1.35038 0.16
H 4.21037 2.12577 0.76574 0.12
H 5.31914 0.56733 2.33304 0.12
H 4.04914 -1.28108 3.35863 0.12
H 1.65640 -1.57209 2.86497 0.08
N -3.26645 1.23623 -1.61321 0.20
C -2.08485 1.50288 -2.18844 -0.33
N -1.87298 1.74724 -3.50634 0.14
N -0.64954 2.15169 -3.61938 0.12
N -0.09883 2.11122 -2.42703 -0.06
N -0.95922 1.67282 -1.50181 0.01
C -3.43036 1.06915 -0.25117 -0.42
N -4.56424 0.74440 0.30546 0.08
N -4.28873 0.65334 1.62215 -0.02
N -3.06954 0.92314 1.86946 -0.05
N -2.45570 1.22884 0.69246 -0.17
H -4.08164 1.10829 -2.19578 0.17
C 0.16388 0.12903 1.15994 -0.27
Ge -0.59351 -1.79399 1.20208 1.06
C -2.25410 -2.29723 0.30899 -0.29
C -3.34224 -2.78972 1.02491 -0.10
C -4.44425 -3.29671 0.35444 -0.07
C -4.46074 -3.33395 -1.03192 -0.07
C -3.37519 -2.86001 -1.75330 -0.08
C -2.27709 -2.34259 -1.08390 -0.12
C 0.79461 -2.50754 -0.02946 -0.27
C 1.14126 -3.85688 0.00421 -0.09
C 2.09668 -4.36154 -0.86772 -0.07
C 2.69685 -3.53482 -1.80461 -0.07
C 2.32265 -2.20107 -1.88504 -0.07
C 1.38054 -1.69653 -1.00114 -0.12
C -0.57760 -2.41094 3.06149 -0.29
C 0.30077 -3.41051 3.47724 -0.13
C 0.26074 -3.86924 4.78525 -0.07
C -0.64428 -3.32245 5.68441 -0.07
C -1.50886 -2.31710 5.27621 -0.06
C -1.48124 -1.85930 3.96682 -0.10
H -3.32588 -2.77388 2.10742 0.10
H -5.29189 -3.66418 0.91722 0.11
H -5.31631 -3.74400 -1.55215 0.11
H -3.37716 -2.90005 -2.83659 0.11
H -1.41456 -1.98971 -1.64311 0.09
H 0.64906 -4.52110 0.70486 0.10
H 2.37110 -5.40728 -0.81384 0.11
H 3.44485 -3.93058 -2.47881 0.11
H 2.76025 -1.54824 -2.63078 0.10
H 1.09200 -0.65354 -1.07792 0.07
H 1.02070 -3.82517 2.78126 0.09
H 0.94208 -4.64901 5.10042 0.11
H -0.66947 -3.67934 6.70540 0.11
H -2.20406 -1.88128 5.98174 0.11
H -2.15123 -1.06576 3.65162 0.09
```



(5)
Below is C5H8ClN5 as an isolated structure at a distorted geometry, with properties calculated with ωB97M-V/def2-TZVPD.

relative energy (zero: lowest compared OMol25 entry of this formula, charge and spin)	6.0459	eV
highest occupied orbital energy	-9.063	eV
HOMO-LUMO gap	9.1	eV

The geometry in XYZ format:
```
19
Properties=species:S:1:pos:R:3:nbo_charge:R:1
C -2.01792 0.33181 -1.06956 -0.46
C -2.09433 0.34423 1.50993 -0.40
C 0.00447 0.04699 0.19347 0.62
C 1.99486 -0.22822 -0.74080 0.54
C 1.92588 -0.03864 1.42104 0.43
H -2.68701 -0.52817 -1.60925 0.23
H -2.65149 1.31899 -0.82926 0.20
H -1.10154 0.84603 -1.87271 0.26
H -1.55830 0.37453 2.37541 0.24
H -2.87344 -0.48956 1.71583 0.20
H -2.80966 1.28288 1.46120 0.20
H 2.03560 -1.24184 -2.81759 0.39
H 3.59091 -1.30731 -1.96929 0.42
N -1.31190 0.18920 0.25258 -0.41
N 0.69949 -0.00581 -0.92855 -0.59
N 2.62949 -0.45599 -1.83874 -0.74
N 2.70681 -0.12298 0.35913 -0.56
N 0.58267 -0.17837 1.53861 -0.57
Cl 2.93540 -0.13777 2.84856 0.00
```



(6)
Below is C21H43MgN3O2P as an isolated structure, with properties calculated with ωB97M-V/def2-TZVPD.

relative energy (zero: lowest compared OMol25 entry of this formula, charge and spin)	0.0000	eV
highest occupied orbital energy	-9.212	eV
net charge	+1
HOMO-LUMO gap	7.0	eV

The geometry in XYZ format:
```
71
Properties=species:S:1:pos:R:3:lowdin_charge:R:1
Mg -0.64823 -0.12070 0.41098 0.57
N -3.97761 -1.93214 -1.30096 -0.07
C -2.91955 -2.74681 -1.91197 -0.17
C -1.58906 -2.27000 -1.35673 -0.18
N -1.56676 -2.06493 0.11625 -0.08
C -2.85329 -1.77746 0.82111 -0.17
C -4.08145 -2.31408 0.11600 -0.16
H -4.85938 -2.09608 -1.77327 0.14
H -3.52546 -0.33516 -1.38744 0.08
H -2.92486 -2.61269 -2.99322 0.13
H -3.07774 -3.81005 -1.69822 0.13
H -1.33828 -1.32641 -1.85046 0.09
H -0.79584 -2.97425 -1.60638 0.13
H -1.14037 -2.87018 0.55670 0.12
H -2.97301 -0.69688 0.93128 0.09
H -2.76423 -2.16238 1.83536 0.14
H -4.96916 -1.86296 0.55727 0.13
H -4.16300 -3.40230 0.21743 0.13
C -2.62905 3.08492 -1.95031 0.00
O -1.76819 2.19185 -1.19025 -0.10
C -2.12132 0.95984 -0.97246 -0.29
O -3.24173 0.64230 -1.53377 0.07
H -2.12227 4.04268 -1.93664 0.10
H -3.60192 3.15362 -1.47162 0.10
H -2.73802 2.71482 -2.96646 0.10
C 2.59308 -2.31866 -0.49332 -0.11
C 2.46338 -1.13348 -1.45482 -0.54
C 3.75751 -0.89994 -2.23467 -0.09
P 1.72534 0.29142 -0.53691 1.04
C 1.68735 1.75840 -1.66089 -0.53
C 3.00102 2.49293 -1.92786 -0.09
C 1.00230 1.35305 -2.96953 -0.11
C 2.72838 0.68143 0.96433 -0.53
C 4.25076 0.70484 0.82949 -0.09
C 2.18693 1.97445 1.58612 -0.10
H 2.91962 -3.20628 -1.03655 0.09
H 1.64331 -2.55462 -0.00625 0.05
H 3.32616 -2.12452 0.29082 0.08
H 1.68227 -1.38430 -2.18273 0.10
H 4.56936 -0.55285 -1.59938 0.07
H 3.62402 -0.17831 -3.03829 0.06
H 4.07391 -1.83978 -2.69126 0.09
H 1.01561 2.44871 -1.13881 0.10
H 3.74742 1.85067 -2.39232 0.07
H 3.43028 2.90842 -1.01880 0.06
H 2.81238 3.32484 -2.60945 0.09
H 1.65154 0.72571 -3.58182 0.07
H 0.76253 2.24277 -3.55343 0.09
H 0.07116 0.80707 -2.79648 0.05
H 2.46576 -0.13222 1.65016 0.09
H 4.59331 1.42753 0.09068 0.07
H 4.65464 -0.27109 0.56573 0.06
H 4.68457 0.98558 1.79093 0.09
H 2.40519 2.84456 0.96555 0.07
H 2.66403 2.13253 2.55394 0.09
H 1.11085 1.92442 1.76682 0.06
C -2.32003 2.25848 2.23846 -0.05
C -1.61317 1.17976 2.99585 -0.40
C -1.58890 0.95677 4.35125 -0.06
C -0.78386 -0.19173 4.56621 -0.07
C -0.35868 -0.61075 3.32897 -0.39
C 0.51209 -1.78224 2.98271 -0.05
N -0.85624 0.22706 2.35235 -0.05
H -2.78952 2.95495 2.93154 0.08
H -3.11607 1.86753 1.59169 0.06
H -1.63681 2.83527 1.60651 0.07
H -2.08745 1.55204 5.10050 0.10
H -0.54128 -0.64847 5.51334 0.10
H 1.45623 -1.77110 3.53129 0.08
H 0.77579 -1.78309 1.91800 0.02
H 0.03370 -2.74239 3.19812 0.08
```



(7)
Below is C14H22BFHfNO2 as an isolated structure at a distorted geometry, with properties calculated with ωB97M-V/def2-TZVPD.

highest occupied orbital energy	-18.188	eV
net charge	+3
HOMO-LUMO gap	4.4	eV

The geometry in XYZ format:
```
42
Properties=species:S:1:pos:R:3:nbo_charge:R:1
C -3.04115 1.11484 -2.80054 -0.61
C -1.51143 1.22893 -2.70965 -0.45
C -0.96215 0.29100 -1.64353 0.20
F -1.62201 0.56315 -0.32605 -0.49
C 0.55192 0.37056 -1.52567 0.01
O 0.83585 1.60853 -0.86678 -0.53
B 1.28102 1.43072 0.48945 0.66
C 2.79909 2.17498 0.39997 -0.39
C 3.02310 3.11148 1.69887 -0.25
N 1.91228 3.50775 2.42214 -0.52
O 1.24618 0.03713 0.67311 -0.61
C 1.29780 -0.62045 -0.58697 0.08
C 0.98633 -2.13553 -0.60916 -0.47
C -0.08923 -2.52318 0.40202 0.12
C 0.30162 -2.71624 1.72472 -0.15
C -0.62850 -3.03680 2.66799 -0.14
C -1.96039 -3.20030 2.37092 -0.16
C -2.38790 -3.05397 1.06192 -0.44
C -1.40784 -2.69963 0.08986 -0.35
H -3.32315 0.10216 -3.09564 0.22
H -3.41494 1.79471 -3.56082 0.28
H -3.47224 1.35214 -1.82456 0.18
H -1.17299 2.24829 -2.52094 0.25
H -1.03994 0.88235 -3.63201 0.27
H -1.20382 -0.71699 -1.98861 0.22
H 1.00686 0.33345 -2.51546 0.28
H 0.42776 2.09545 1.12877 0.09
H 2.90433 2.73401 -0.52723 0.27
H 3.58086 1.40938 0.35946 0.27
H 3.73541 2.61770 2.36406 0.28
H 3.49284 4.02059 1.28190 0.32
H 1.51217 2.80599 3.04137 0.42
H 1.20463 4.02103 1.90038 0.42
H 2.35556 -0.53424 -0.87126 0.22
H 0.64241 -2.40301 -1.60938 0.25
H 1.91068 -2.65878 -0.38466 0.28
H 1.34304 -2.61509 1.99904 0.26
H -0.31694 -3.18537 3.69520 0.27
H -2.65362 -3.45487 3.16367 0.28
H -3.43638 -3.19072 0.77800 0.27
H -1.77488 -2.60118 -0.92917 0.25
Hf -2.93225 -0.50998 0.81525 1.66
```



(8)
Below is CH26CuO16 as an isolated structure at a distorted geometry, with properties calculated with ωB97M-V/def2-TZVPD.

relative energy (zero: lowest compared OMol25 entry of this formula, charge and spin)	0.8015	eV
highest occupied orbital energy	-3.953	eV
net charge	-1
HOMO-LUMO gap	5.3	eV

The geometry in XYZ format:
```
44
Properties=species:S:1:pos:R:3:nbo_charge:R:1
Cu -0.81209 -1.57648 0.75264 0.89
C -0.04409 0.15152 -0.21136 0.96
O -0.05909 0.00652 1.13164 -0.96
O 0.43291 1.22952 -0.71036 -0.82
O -0.26109 -0.93848 -0.85636 -0.93
O 2.54791 1.20552 0.95264 -0.98
H 3.19691 0.96352 0.31064 0.46
H 1.65191 0.99652 0.60564 0.49
O -1.89909 2.19952 0.85064 -0.93
H -1.24909 1.62352 1.16764 0.47
H -2.31209 1.78952 0.13864 0.45
O 0.97391 3.57652 0.74864 -0.96
H 1.74091 3.26652 1.25764 0.46
H 0.71091 2.70952 0.36664 0.49
O 1.96391 2.60852 -2.45736 -0.94
H 1.51991 1.92252 -2.00736 0.49
H 2.69191 2.85652 -1.93336 0.45
O -2.58709 -2.42748 0.23364 -0.94
H -2.36109 -3.37548 0.39664 0.47
H -3.06709 -2.39948 -0.58236 0.50
O 2.08291 -0.21348 -2.36436 -0.94
H 2.85991 0.05252 -1.89436 0.45
H 1.38591 -0.18348 -1.67136 0.48
O -1.50809 -1.68948 2.78964 -0.94
H -1.99209 -2.45648 3.01064 0.46
H -1.57609 -1.18348 3.59864 0.49
O -1.09509 2.96652 -2.01436 -0.96
H -1.84309 2.71052 -2.51836 0.45
H -0.79409 2.21352 -1.48636 0.49
O 0.23591 -3.09048 0.84564 -0.96
H -0.05309 -3.77648 0.22564 0.47
H 0.87991 -2.64248 0.27064 0.51
O -0.30809 1.60152 3.17364 -0.98
H -0.04809 1.04752 2.45864 0.48
H 0.25191 2.37352 3.11764 0.47
O 1.67891 -1.27148 2.77164 -0.97
H 1.12291 -0.85648 2.10064 0.49
H 1.33191 -2.23248 2.87364 0.46
O -2.05309 -0.21148 -2.68036 -0.99
H -2.07109 -0.87148 -3.39336 0.47
H -1.41709 -0.51248 -2.01036 0.49
O 0.17391 -2.71348 -2.80336 -0.96
H 0.09391 -1.97548 -2.17136 0.50
H -0.11809 -3.47348 -2.38336 0.44
```



(9)
Below is C9H8 in the gas phase at a distorted geometry, with properties calculated with ωB97M-V/def2-TZVPD.

relative energy (zero: lowest compared OMol25 entry of this formula, charge and spin)	6.8034	eV
highest occupied orbital energy (alpha / beta)	-7.851 / -8.393	eV
HOMO-LUMO gap (alpha / beta)	7.4 / 7.5	eV

The geometry in XYZ format:
```
17
Properties=species:S:1:pos:R:3:nbo_charge:R:1
C -1.19874 -2.52556 -0.06968 -0.37
C -1.38707 -1.36661 -0.73277 -0.12
C -1.70335 -1.28992 1.91821 -0.30
C -2.00775 -0.15252 1.32175 -0.19
C -0.83550 -2.30441 1.27312 0.15
C -1.25585 -0.13463 0.08389 -0.21
C 0.01117 0.13673 0.04758 0.18
C 1.28424 0.39700 -0.09230 -0.31
C 1.82344 1.50311 -0.86423 -0.64
H -1.51484 -3.45182 -0.50341 0.23
H -1.18443 -1.31782 -1.81169 0.22
H -2.06183 -1.55771 2.79296 0.21
H -2.57077 0.60807 1.76044 0.23
H 1.87282 -0.36416 0.37084 0.24
H 1.12772 2.24472 -1.40196 0.23
H 2.68463 1.19913 -1.58708 0.22
H 2.39647 2.19859 -0.15379 0.22
```



Number 1: DFT total energy -8429.9820 eV. Number 2: DFT total energy -32848.4061 eV. Number 3: DFT total energy -13796.4164 eV. Number 4: DFT total energy -124040.8005 eV. Number 5: DFT total energy -25283.2463 eV. Number 6: DFT total energy -45770.0641 eV. Number 7: DFT total energy -25125.0500 eV. Number 8: DFT total energy -78858.8795 eV. Number 9: DFT total energy -9454.5840 eV.